[1]
{
  "formula": "C3H7NO2",
  "method": "ωB97M-V with the def2-TZVPD basis set",
  "largest_force_ha_per_bohr": 0.012,
  "spin_multiplicity": 1,
  "homo_lumo_gap_ev": 9.9,
  "de_lowest_kj_mol": 265.97,
  "homo_energy_ev": -8.95,
  "molar_mass_g_mol": 89.1,
  "species": ["N", "C", "O", "C", "C", "O", "H", "H", "H", "H", "H", "H", "H"],
  "xyz": [[1.35288, 0.06174, -1.97986], [0.22213, -0.23181, -1.34088], [0.58136, -0.81092, -0.18279], [-0.49254, -0.92794, 0.75995], [-1.05838, 0.45373, 1.06170], [-0.03564, 1.36805, 1.39346], [1.29955, 0.54394, -2.86121], [2.27161, -0.14124, -1.59230], [-0.03610, -1.36868, 1.64974], [-1.26797, -1.59788, 0.37110], [-1.62921, 0.79799, 0.18942], [-1.72964, 0.40201, 1.92363], [0.52193, 1.45099, 0.60802]],
  "forces_ev_per_angstrom": [[-0.2009, 0.0000, -0.0891], [0.5988, -0.0235, 0.0304], [-0.1153, 0.1539, -0.2901], [-0.1429, -0.0457, 0.2449], [-0.2901, -0.1976, -0.0174], [0.1370, 0.1022, -0.1166], [0.0113, -0.1477, 0.0650], [-0.1257, -0.0122, -0.0417], [-0.0700, 0.0578, -0.1149], [0.1088, 0.1168, 0.0208], [0.0638, -0.0260, 0.1792], [0.0551, -0.0489, -0.0978], [-0.0300, 0.0709, 0.2272]]
}

***

[2]
{
  "formula": "C3H7NO2",
  "method": "ωB97M-V with the def2-TZVPD basis set",
  "largest_force_ha_per_bohr": 0.043,
  "spin_multiplicity": 1,
  "homo_lumo_gap_ev": 4.0,
  "de_lowest_kj_mol": 834.27,
  "homo_energy_ev": -8.29,
  "molar_mass_g_mol": 89.1,
  "species": ["C", "N", "C", "C", "O", "O", "H", "H", "H", "H", "H", "H", "H"],
  "xyz": [[0.71796, 1.49021, 0.10033], [1.43741, 0.78144, -0.59239], [-1.81579, -1.08099, -1.11694], [-1.46638, -0.43617, 0.07166], [-1.76797, 0.70554, 0.44148], [2.38007, -0.29325, 1.35374], [0.67022, 1.51750, 1.18934], [-0.12048, 2.04128, -0.36885], [2.35297, -1.25710, 1.31930], [2.15416, 0.22751, 0.06607], [-1.50442, -2.11060, -1.22720], [-2.23061, -0.56877, -1.97500], [-0.80714, -1.01660, 0.73845]],
  "forces_ev_per_angstrom": [[-1.1495, 0.3211, 0.1250], [-0.4117, 0.0866, -0.3028], [0.5997, 0.1739, -0.3625], [0.4167, -0.5621, 0.7244], [-0.0752, 0.7423, -0.6188], [-0.1701, 0.6031, -0.9923], [0.5448, 0.0980, 0.1263], [-0.2167, 0.0222, -0.0747], [0.0208, -0.0481, -0.2299], [0.9122, -1.3114, 1.5439], [-0.0923, -0.0307, -0.0827], [-0.2738, 0.0551, 0.1769], [-0.1049, -0.1499, -0.0328]]
}

***

[3]
{
  "formula": "C3H7NO2",
  "method": "ωB97M-V with the def2-TZVPD basis set",
  "largest_force_ha_per_bohr": 0.026,
  "spin_multiplicity": 1,
  "homo_lumo_gap_ev": 10.8,
  "de_lowest_kj_mol": 149.81,
  "homo_energy_ev": -9.80,
  "molar_mass_g_mol": 89.1,
  "species": ["O", "C", "C", "N", "C", "O", "H", "H", "H", "H", "H", "H", "H"],
  "xyz": [[0.98865, -0.90274, 1.07464], [1.41361, 0.16322, 0.26143], [0.38405, 0.46677, -0.81936], [-0.88726, 0.77256, -0.16393], [-2.15017, -1.71417, 1.06880], [-2.25002, -2.31839, 0.11222], [0.06223, -0.70594, 1.28612], [2.36678, -0.12716, -0.19161], [1.59273, 1.07439, 0.86086], [0.24044, -0.43793, -1.42045], [0.75100, 1.26500, -1.48591], [-0.85905, 1.70220, 0.24639], [-1.65298, 0.76220, -0.82919]],
  "forces_ev_per_angstrom": [[-0.2174, -0.0066, 0.1552], [0.1951, 0.2638, -0.2501], [0.1566, -0.1065, -0.0865], [-0.1033, 0.2516, -0.0855], [-0.1365, -0.7979, -1.0474], [0.0681, 0.7018, 1.0594], [0.1555, -0.0698, 0.0309], [-0.1167, 0.0434, 0.0565], [-0.0221, -0.1535, -0.0752], [0.0318, 0.1214, 0.0429], [-0.0419, -0.1416, 0.1460], [-0.0372, -0.1137, -0.0440], [0.0681, 0.0076, 0.0979]]
}

***

[4]
{
  "formula": "C3H7NO2",
  "method": "ωB97M-V with the def2-TZVPD basis set",
  "largest_force_ha_per_bohr": 0.086,
  "spin_multiplicity": 1,
  "homo_lumo_gap_ev": 7.5,
  "de_lowest_kj_mol": 435.45,
  "homo_energy_ev": -7.26,
  "molar_mass_g_mol": 89.1,
  "species": ["C", "C", "C", "N", "O", "O", "H", "H", "H", "H", "H", "H", "H"],
  "xyz": [[0.54515, -0.42634, -0.14945], [-0.60759, 0.40366, -0.50870], [-1.87370, -0.01426, -0.17222], [0.68881, 1.23039, 0.63573], [0.41156, -1.35408, 0.81628], [1.42564, -0.65620, -1.13738], [0.78906, -2.20789, 0.56827], [2.23768, -1.07015, -0.81243], [-0.44882, 0.95347, -1.42817], [1.47492, 1.86948, 0.55160], [0.13116, 1.38285, 1.46974], [-2.04092, -0.64904, 0.68560], [-2.73296, 0.53812, -0.51887]],
  "forces_ev_per_angstrom": [[-0.3114, 3.2760, 1.4444], [-2.3702, -2.9874, -2.2700], [0.8403, 1.1329, 0.2843], [1.1155, -0.9906, 0.1887], [0.1770, -0.1796, 0.1723], [0.1745, 0.0196, 0.1905], [-0.0078, 0.1933, -0.1513], [-0.0665, 0.1471, 0.1350], [-0.0202, 0.2680, 0.2673], [0.1101, -0.3194, -0.0774], [0.3005, -0.4198, -0.0252], [0.1016, -0.2668, -0.0719], [-0.0435, 0.1267, -0.0868]]
}

***

> Number 1 is which compound?

C3H7NO2